16
Properties=species:S:1:pos:R:3:forces:R:3 method="wB97M-V/def2-TZVPD" lumo_energy_ha=-0.10462 homo_ha=-0.32762 max_force_ha_per_bohr=0.1459 total_energy_ev=-14398.3693 relative_energy_kj_mol=631.3
C 1.0121 -2.0582 0.3392 2.9 -1.9 -0.4
C 0.6212 -0.5901 -0.0895 -0.6 -3.8 -1.2
C -0.2818 -0.1853 -1.0579 -0.3 -1.0 -2.4
C -0.5028 1.7609 0.2034 -2.8 6.8 -1.6
C 0.8996 0.2398 0.9446 0.1 3.3 5.1
H -0.4915 -2.6787 1.6443 -1.1 0.1 -0.9
H 2.2416 -2.1346 0.8298 -3.4 0.7 -2.4
H 0.8821 -2.9251 -0.4315 0.4 2.1 0.8
H -2.0922 -1.3126 -2.5291 4.5 1.0 1.1
H -1.2254 1.4570 -1.7989 -1.1 1.7 -1.7
H 1.5654 -0.0910 1.8334 -0.9 0.4 -1.9
N -0.8571 1.0987 -0.9885 3.3 -5.8 3.0
N 0.2646 1.3970 1.2009 3.3 -5.0 0.5
O 0.4306 -2.5102 1.5374 0.8 0.5 1.2
O -0.4611 -1.0254 -2.2082 -4.0 1.3 1.8
O -0.8722 2.9372 0.2866 -0.9 -0.3 -1.0



14
Properties=species:S:1:pos:R:3:forces:R:3 method="wB97M-V/def2-TZVPD" lumo_energy_ha=0.03811 homo_ha=-0.34241 max_force_ha_per_bohr=0.0711 total_energy_ev=-7357.9487 relative_energy_kj_mol=415.5
C 1.2323 -0.7852 0.3564 0.3 -0.2 -0.3
C 0.2566 -0.6342 1.4914 -0.1 0.4 0.1
C 0.0109 0.0200 0.1438 0.3 0.2 -0.6
C -0.1201 1.4138 -0.5046 1.6 0.1 -3.3
O -1.5271 1.2333 -0.5807 0.0 0.2 -0.6
C -1.2438 -0.1827 -0.7085 -0.2 -0.3 0.0
H 2.1556 -0.2139 0.4316 -0.1 -0.2 -0.1
H 1.3138 -1.7342 -0.1601 0.1 -0.1 0.2
H -0.3233 -1.5305 1.7450 0.0 0.6 -0.3
H 0.5274 -0.0447 2.3614 0.1 0.0 -0.2
H 0.4037 2.3570 -0.7387 -0.7 0.8 2.9
H 0.3301 1.3042 -1.6700 -1.1 -1.5 1.7
H -2.0661 -0.8377 -0.4120 0.1 0.2 0.3
H -0.9499 -0.3653 -1.7551 -0.2 -0.2 0.2



74
Properties=species:S:1:pos:R:3:forces:R:3 method="wB97M-V/def2-TZVPD" lumo_energy_ha=0.02370 homo_ha=-0.34756 max_force_ha_per_bohr=0.0195 total_energy_ev=-35868.4917 smiles="CC[C@H]1[C@@H](O)[C@@H]2[C@H](CC[C@]3(C)[C@@H]([C@H](C)CCC(=O)O)CC[C@@H]23)[C@@]2(C)CC[C@@H](O)C[C@@H]12" relative_energy_kj_mol=0.0
C -3.7949 -4.1819 2.9823 0.0 0.1 -0.3
C -3.4567 -3.5121 1.6563 0.2 0.0 0.2
C -2.1995 -2.6340 1.7137 -0.3 0.1 -0.3
C -1.8778 -2.1076 0.3062 0.8 -0.5 0.2
O -2.9849 -1.3871 -0.1949 -0.3 0.2 -0.2
C -0.5760 -1.2835 0.3166 -0.6 0.3 -0.2
C -0.6380 -0.1528 1.3593 0.3 -0.2 0.2
C 0.6313 0.7072 1.2967 -0.3 0.2 -0.1
C 0.9303 1.2509 -0.1039 0.1 -0.2 0.1
C 1.0325 0.1163 -1.1237 -0.3 0.4 -0.1
C 2.2499 -0.7552 -0.8190 -0.2 0.0 0.0
C 0.9796 0.5440 -2.6125 0.2 -0.1 -0.1
C 2.1751 1.1906 -3.3460 -0.1 0.1 0.3
C 3.4461 0.3541 -3.4895 -0.2 0.0 0.0
C 2.5081 2.5609 -2.7429 0.0 0.0 -0.3
C 3.4362 3.3957 -3.6289 0.0 -0.1 0.2
C 4.8900 3.0700 -3.4030 0.1 0.1 0.1
O 5.3905 2.7771 -2.3510 0.0 0.0 0.2
O 5.6077 3.1812 -4.5311 0.2 0.1 -0.6
C 0.4504 -0.7165 -3.3376 0.0 0.0 0.0
C -0.2437 -1.5799 -2.2691 -0.1 0.1 0.0
C -0.3001 -0.6603 -1.0499 0.3 -0.4 0.1
C -0.9337 -0.6997 2.7773 0.0 0.0 0.3
C 0.2092 -1.5891 3.2945 -0.2 0.1 -0.2
C -1.0845 0.4270 3.8200 -0.1 0.1 -0.2
C -2.2875 1.3307 3.5963 -0.3 -0.2 0.2
C -3.5617 0.4979 3.6287 0.3 -0.2 -0.1
O -4.6584 1.3620 3.3958 -0.2 0.2 -0.1
C -3.4869 -0.6079 2.5782 0.0 0.2 0.3
C -2.2575 -1.5049 2.7579 0.0 -0.1 -0.2
H -4.0983 -3.4541 3.7300 0.0 0.1 0.2
H -4.6131 -4.8859 2.8463 -0.1 -0.1 0.1
H -2.9343 -4.7280 3.3638 0.1 -0.1 0.1
H -4.2996 -2.9183 1.3057 0.0 0.0 -0.1
H -3.2792 -4.2900 0.9086 0.0 0.0 -0.1
H -1.3679 -3.2894 1.9936 0.0 0.0 -0.1
H -1.7113 -2.9872 -0.3414 0.0 0.1 0.1
H -2.7999 -1.1478 -1.1083 0.0 0.0 0.0
H 0.2270 -1.9818 0.5600 0.0 0.0 0.0
H -1.4791 0.4849 1.0734 0.0 0.0 -0.1
H 1.4876 0.1298 1.6419 0.1 0.0 0.1
H 0.5190 1.5627 1.9635 0.1 0.0 0.1
H 1.8580 1.8220 -0.0587 0.0 0.1 0.0
H 0.1323 1.9361 -0.4016 -0.1 0.1 -0.1
H 2.1180 -1.3110 0.1040 0.1 -0.1 0.1
H 2.4357 -1.4676 -1.6149 0.1 -0.2 -0.1
H 3.1299 -0.1296 -0.7002 0.1 0.0 0.0
H 0.1862 1.3013 -2.6677 0.0 0.0 0.1
H 1.7954 1.3666 -4.3630 0.0 0.0 0.0
H 4.0396 0.3718 -2.5818 0.1 0.0 0.1
H 4.0562 0.7596 -4.2946 0.1 0.0 -0.1
H 3.2247 -0.6784 -3.7425 0.0 -0.1 -0.1
H 2.9992 2.4308 -1.7787 -0.1 0.0 0.1
H 1.5813 3.1135 -2.5825 0.0 0.0 0.1
H 3.2045 3.2791 -4.6877 0.0 0.1 0.0
H 3.3250 4.4535 -3.3748 0.1 0.0 -0.1
H 6.5453 3.0032 -4.3553 -0.2 0.0 0.3
H -0.2450 -0.4306 -4.1273 0.0 0.0 -0.1
H 1.2597 -1.2692 -3.8108 0.0 0.0 -0.1
H -1.2296 -1.9085 -2.6003 0.0 -0.1 0.0
H 0.3411 -2.4716 -2.0415 0.0 -0.1 0.0
H -1.0878 0.0831 -1.2291 0.0 0.1 0.0
H 0.5150 -2.3421 2.5757 0.1 -0.1 -0.1
H 1.0779 -0.9832 3.5400 0.1 0.0 0.0
H -0.1029 -2.1016 4.2024 0.0 -0.1 0.1
H -0.1752 1.0269 3.8545 0.1 0.0 0.1
H -1.1926 -0.0442 4.8011 0.1 0.0 0.1
H -2.2283 1.8435 2.6367 0.0 0.1 -0.1
H -2.3356 2.0935 4.3751 0.0 0.1 0.0
H -3.6649 0.0419 4.6306 0.1 0.0 -0.1
H -5.4453 0.8263 3.2495 0.0 0.0 0.0
H -3.4891 -0.1560 1.5885 -0.1 0.1 0.0
H -4.3865 -1.2222 2.6577 -0.1 0.0 -0.1
H -2.3475 -1.9784 3.7430 0.0 0.0 0.1



97
Properties=species:S:1:pos:R:3:forces:R:3 method="wB97M-V/def2-TZVPD" lumo_energy_ha="-0.10490 / -0.19617" homo_ha="-0.37525 / -0.38356" max_force_ha_per_bohr=0.0182 s2=6.064 total_energy_ev=-77533.8985 charge=+1 spin_multiplicity=5
Rh -0.4316 -1.5733 0.8511 0.7 -0.5 -0.4
C -0.8321 5.4714 1.5447 0.1 0.0 0.1
C 0.4804 4.8710 2.0789 -0.1 0.1 0.0
C 1.6149 5.1593 1.0841 0.0 -0.1 0.1
C 0.8224 5.5501 3.4098 0.0 -0.1 -0.1
C 0.2746 3.3684 2.2376 0.0 -0.1 -0.5
C 0.2914 2.5557 1.1287 0.1 0.4 0.1
C 0.0348 1.1864 1.2748 0.0 -0.4 0.0
N 0.0580 0.2553 0.3108 -0.3 0.4 0.2
C 0.5717 0.3510 -0.9729 0.2 0.0 -0.6
C 0.2058 1.2438 -1.9347 -0.2 0.0 0.4
C 0.7781 1.1827 -3.2225 0.2 0.0 -0.1
C 1.7453 0.1995 -3.4813 0.0 0.0 -0.1
C 2.1478 -0.7474 -2.5660 0.1 -0.2 0.1
C 1.4917 -0.7495 -1.2716 0.0 0.3 0.0
O 1.6250 -1.6517 -0.4044 -0.1 -0.1 0.0
C 3.1868 -1.8077 -2.8997 0.0 -0.1 0.0
C 2.4964 -3.1867 -2.9357 0.0 0.1 0.0
C 3.8308 -1.5532 -4.2637 -0.1 0.0 0.1
C 4.3067 -1.7941 -1.8404 -0.2 0.1 0.0
C 0.3262 2.1777 -4.2736 0.0 0.1 -0.1
C 0.4231 3.6018 -3.6941 0.1 -0.1 0.0
C -1.1362 1.8590 -4.6339 0.1 0.0 0.0
C 1.1747 2.1079 -5.5456 0.0 0.0 0.1
C -0.2098 0.6022 2.5737 0.1 0.5 -0.2
O -0.3341 -0.7112 2.5970 -0.2 0.0 0.5
C -0.2430 1.4366 3.7096 0.0 -0.1 0.0
C 0.0007 2.7843 3.4959 -0.1 -0.2 0.2
C -0.4641 0.8697 5.1108 0.0 -0.1 0.1
C -1.7634 0.0481 5.1822 0.1 0.1 0.0
C 0.7428 -0.0214 5.4580 -0.1 0.0 0.0
C -0.5672 1.9776 6.1608 0.0 0.0 -0.1
H -0.7205 6.5497 1.4181 0.0 0.0 0.0
H -1.6497 5.2887 2.2444 0.0 0.0 0.0
H -1.1044 5.0356 0.5822 0.0 0.0 0.0
H 1.8405 6.2259 1.0815 0.0 0.0 0.0
H 1.3491 4.8822 0.0635 0.0 0.0 0.0
H 2.5216 4.6194 1.3627 0.0 0.0 0.0
H 1.0696 6.5956 3.2285 0.0 0.0 0.0
H 1.6831 5.0763 3.8859 0.0 0.0 0.0
H -0.0216 5.5307 4.1008 0.0 0.0 0.0
H 0.4756 2.9491 0.1392 0.1 0.0 0.0
H -0.5621 1.9717 -1.7070 0.0 0.0 0.0
H 2.1986 0.1744 -4.4599 -0.1 0.0 0.0
H 1.7039 -3.1987 -3.6872 0.0 0.0 0.0
H 2.0668 -3.4364 -1.9694 0.0 0.0 0.1
H 3.2279 -3.9546 -3.1926 0.0 0.0 0.0
H 3.1096 -1.6484 -5.0775 0.0 0.0 0.0
H 4.6158 -2.2908 -4.4276 0.0 0.0 0.0
H 4.2893 -0.5629 -4.3025 0.0 0.0 -0.1
H 3.9273 -2.0569 -0.8575 0.0 0.0 0.1
H 4.7641 -0.8036 -1.7882 0.0 0.0 0.0
H 5.0779 -2.5146 -2.1137 0.0 0.0 0.0
H -0.2947 3.7622 -2.8895 0.0 0.0 0.0
H 0.2159 4.3360 -4.4726 0.0 0.0 0.0
H 1.4279 3.7867 -3.3091 0.0 0.1 0.0
H -1.7918 1.9321 -3.7649 0.0 0.0 0.0
H -1.2193 0.8496 -5.0401 0.0 0.0 0.0
H -1.4884 2.5641 -5.3882 0.0 0.0 0.0
H 2.2325 2.2569 -5.3224 0.0 0.0 -0.1
H 0.8664 2.8957 -6.2325 0.0 0.0 0.0
H 1.0431 1.1537 -6.0576 0.1 0.0 0.0
H -0.0109 3.4331 4.3584 0.0 0.0 -0.1
H -1.7363 -0.8004 4.5059 0.0 -0.1 -0.1
H -2.6270 0.6698 4.9370 0.0 0.0 0.0
H -1.8951 -0.3193 6.2028 0.0 0.0 0.0
H 0.8601 -0.8258 4.7337 0.0 0.0 0.0
H 0.6153 -0.4637 6.4489 0.0 0.0 0.0
H 1.6586 0.5720 5.4669 0.0 0.0 0.0
H -1.3786 2.6697 5.9273 0.0 0.0 0.1
H 0.3649 2.5376 6.2537 0.0 0.0 0.0
H -0.7776 1.5272 7.1310 0.0 0.0 0.0
O -1.2667 -2.1539 -3.6023 0.2 0.1 0.2
C -2.1880 -3.1136 -3.3847 -0.4 -0.4 0.3
C -2.8513 -3.5909 -4.5153 0.1 0.1 0.0
C -3.8374 -4.5454 -4.4042 0.0 0.0 0.1
C -4.1698 -5.0738 -3.1584 -0.1 -0.1 0.0
C -3.5049 -4.6409 -2.0361 0.0 0.0 0.0
C -2.5106 -3.6564 -2.1143 0.2 0.3 -0.5
C -1.8405 -3.2218 -0.8891 -0.1 -0.4 0.6
O -1.0694 -2.1688 -0.9115 0.0 0.3 -0.2
N -2.0013 -3.8941 0.2337 -0.5 -0.2 -0.6
N -1.2538 -3.3863 1.2370 0.2 0.3 0.7
C -1.4339 -3.9139 2.4264 0.0 -0.4 -0.1
S -0.2733 -3.6523 3.6778 -0.2 0.2 0.1
C -1.0530 -4.7909 4.8661 0.1 0.0 -0.1
C -2.5376 -4.7950 4.5871 0.0 0.0 -0.2
S -2.7772 -4.9552 2.7860 0.2 0.1 0.0
H -0.9234 -1.8616 -2.7442 0.1 0.0 0.0
H -2.5625 -3.1760 -5.4719 -0.1 0.0 0.0
H -4.3552 -4.8850 -5.2913 0.0 0.0 0.0
H -4.9411 -5.8273 -3.0795 0.0 0.0 0.0
H -3.7435 -5.0485 -1.0631 0.0 0.0 0.0
H -0.8319 -4.4099 5.8620 0.0 0.0 0.0
H -0.6105 -5.7784 4.7429 0.0 0.0 0.0
H -3.0046 -3.8601 4.8942 0.0 0.0 0.1
H -3.0350 -5.6331 5.0714 0.0 0.0 0.0



14
Properties=species:S:1:pos:R:3:forces:R:3 method="wB97M-V/def2-TZVPD" lumo_energy_ha=-0.00060 homo_ha=-0.32365 max_force_ha_per_bohr=0.0628 total_energy_ev=-18263.5820 smiles="C[Si@@H](C=O)OC=C=O" relative_energy_kj_mol=233.8
C -1.7991 1.1016 -0.5128 0.4 -0.4 0.4
Si -0.6825 0.0332 0.5800 1.3 0.8 -1.5
C -1.0900 -1.8290 0.3056 0.0 0.1 0.5
O -1.7350 -2.2424 -0.6250 -0.1 0.1 -0.2
O 0.9096 0.2241 0.0766 0.7 -0.1 -0.1
C 2.2623 0.6159 -0.1727 -3.2 0.2 0.4
C 3.2186 -0.2578 -0.0567 1.0 -0.7 0.2
O 4.0954 -1.0127 0.0753 -0.3 0.2 -0.1
H -2.0481 0.5842 -1.4356 0.0 -0.2 -0.1
H -2.7301 1.3432 -0.0127 -0.2 0.0 0.2
H -1.3187 2.0390 -0.7787 0.2 0.1 0.1
H -0.7520 0.3301 2.0115 -0.1 0.0 0.3
H -0.7328 -2.5504 1.0751 0.1 -0.1 0.0
H 2.4024 1.6209 -0.5300 0.3 0.0 0.0



14
Properties=species:S:1:pos:R:3:forces:R:3 method="wB97M-V/def2-TZVPD" lumo_energy_ha=0.00955 homo_ha=-0.32625 max_force_ha_per_bohr=0.0309 total_energy_ev=-11212.1677 relative_energy_kj_mol=444.7
H -0.5300 2.1162 -2.3641 0.2 -0.1 0.6
N -0.6529 1.1245 -2.6656 -0.2 0.8 -0.7
N -0.8527 0.3312 -1.7730 -0.7 -0.8 -1.2
C -0.9088 0.5159 -0.4043 -0.5 0.3 0.9
N -1.7676 1.2790 0.1355 0.2 0.2 -0.3
H -1.7945 1.2289 1.1527 0.2 -0.2 -0.1
C 0.0726 -0.4011 0.2114 1.2 -0.5 -0.1
C 0.4657 -0.2079 1.6370 0.0 -0.1 0.2
N 0.6029 -1.1868 -0.6599 0.5 0.1 0.2
O 1.7519 -1.8638 -0.2684 -0.5 0.1 0.6
H 0.7238 0.8426 1.8244 -0.1 -0.2 0.0
H -0.3700 -0.4853 2.2957 0.2 0.1 -0.1
H 1.3182 -0.8355 1.8877 0.0 0.0 0.0
H 1.9414 -2.4579 -1.0091 -0.2 0.3 0.1



60
Properties=species:S:1:pos:R:3:forces:R:3 method="wB97M-V/def2-TZVPD" lumo_energy_ha=0.08961 homo_ha=-0.12889 max_force_ha_per_bohr=0.0111 total_energy_ev=-97514.2602 charge=-1 relative_energy_kj_mol=241.7
Zn -1.4749 -3.8530 -0.2383 0.2 -0.2 0.0
I 3.2010 1.6910 5.1410 0.0 -0.1 -0.1
C 2.7463 0.6674 3.3698 0.1 0.1 0.0
C 3.4514 0.9356 2.1945 -0.1 -0.2 0.1
C 3.0776 0.3370 1.0173 0.1 0.0 -0.1
I 4.4434 0.4663 -0.5775 -0.2 0.0 0.0
C 1.8469 -0.4479 0.8962 0.5 0.2 -0.2
O 1.6390 -1.2640 -0.2103 0.1 -0.3 -0.2
C 1.4069 -0.9691 2.1877 0.2 -0.2 0.4
C 0.7123 -2.2980 2.2681 -0.2 0.1 -0.1
N -0.7235 -2.3123 1.8834 0.0 0.0 -0.1
C -1.4041 -1.0310 1.9118 -0.1 -0.2 0.1
C -2.6663 -1.0568 1.0897 0.0 -0.2 0.0
C -3.8671 -0.5878 1.6104 0.0 0.2 0.0
C -4.9822 -0.5108 0.7926 0.1 0.0 0.0
C -4.8667 -0.9220 -0.5245 -0.1 0.0 0.0
C -3.6504 -1.4351 -0.9430 0.1 -0.2 0.0
N -2.5770 -1.5254 -0.1630 -0.2 0.4 0.2
C 1.7951 -0.3468 3.3586 0.0 -0.2 -0.1
H 4.3247 1.5744 2.2114 0.0 0.0 0.0
H 1.2181 -3.0307 1.6328 0.0 0.1 0.0
H 0.8215 -2.6393 3.2995 0.0 -0.1 0.1
H -1.2015 -2.9999 2.4524 -0.1 0.1 0.0
H -1.6405 -0.6589 2.9181 0.0 0.0 0.1
H -0.7206 -0.3148 1.4540 -0.2 0.0 0.0
H -3.9081 -0.2522 2.6389 0.0 0.0 0.0
H -5.9213 -0.1289 1.1729 0.0 0.0 0.0
H -5.7007 -0.8577 -1.2106 0.0 0.0 0.0
H -3.5253 -1.8232 -1.9492 0.0 0.0 0.0
H 1.3925 -0.7132 4.2970 0.0 0.0 0.0
C -0.3459 -1.4127 -2.9387 0.2 -0.1 0.1
C 1.0944 -0.9362 -3.1831 -0.2 0.0 0.2
C 2.0945 -2.0784 -2.9793 0.1 0.2 0.0
C 1.2721 0.4446 -2.5235 0.1 -0.1 -0.2
C 1.5384 1.4761 -3.4244 0.2 0.0 0.0
C 1.4784 2.8144 -3.0792 0.0 -0.1 0.1
C 1.0163 3.1395 -1.8170 0.0 0.0 -0.1
C 0.7180 2.1606 -0.8762 0.0 0.3 0.0
C -0.0412 2.6201 0.3637 0.0 -0.1 0.1
C -1.4872 2.0993 0.3041 0.1 0.0 -0.1
C 0.6029 2.3273 1.7150 -0.1 0.0 -0.1
C 0.9723 0.8099 -1.1895 0.1 0.1 0.0
N 0.7514 -0.1011 -0.1422 -0.4 -0.3 -0.2
H -0.5413 -2.3472 -3.4718 0.0 0.0 0.0
H -1.0607 -0.6593 -3.2772 0.0 0.0 0.0
H -0.5191 -1.5924 -1.8735 0.0 0.0 -0.1
H 1.1776 -0.7083 -4.2489 -0.1 0.0 0.0
H 2.0670 -2.5066 -1.9880 0.0 0.0 0.2
H 3.1134 -1.7434 -3.1815 0.0 0.0 0.0
H 1.8489 -2.8697 -3.6948 0.0 0.0 0.0
H 1.8038 1.2111 -4.4420 0.0 0.0 0.0
H 1.7146 3.5866 -3.8009 0.0 0.0 0.0
H 0.8462 4.1783 -1.5564 0.0 0.0 0.0
H -0.0931 3.7085 0.2727 0.0 0.0 0.0
H -1.4966 1.0159 0.1774 0.0 0.1 0.0
H -2.0187 2.5376 -0.5437 0.0 0.0 0.0
H -2.0305 2.3511 1.2191 0.0 0.0 0.0
H 0.6259 1.2606 1.9352 -0.1 0.3 0.0
H 0.0266 2.8170 2.5056 0.0 0.0 0.0
H 1.6252 2.7040 1.7570 -0.1 0.0 0.0



10
Properties=species:S:1:pos:R:3:forces:R:3 method="wB97M-V/def2-TZVPD" lumo_energy_ha="-0.01810 / -0.11121" homo_ha="-0.34530 / -0.36979" max_force_ha_per_bohr=0.0842 s2=2.054 total_energy_ev=-30726.1147 spin_multiplicity=3 relative_energy_kj_mol=112.1
C -1.7253 0.0860 -0.1149 -3.8 -2.1 -0.4
C -0.4815 -0.3738 -0.2111 1.8 -0.2 0.4
C 0.7974 -0.6835 -0.0869 -1.5 -0.7 -0.7
C 1.8907 0.3007 0.1264 -0.9 -0.9 -0.3
N -2.9243 -0.0697 -0.1188 3.4 1.4 0.2
Cl -4.8544 1.4882 0.1754 -0.3 0.2 0.0
Cl 1.2448 -2.4017 -0.2206 -0.1 0.8 0.0
H 1.2998 1.1388 0.3787 -0.1 1.3 1.4
H 2.2322 0.6616 -0.8435 1.2 -0.8 0.1
H 2.5206 -0.1467 0.9151 0.4 1.0 -0.7